Molecular formula: C47H39N4O2SbTl
Method: DFT, ωB97M-V with the def2-TZVPD basis set

The calculation puts the maximum force at 0.01836 Eh/bohr. The calculation puts the gap between HOMO and LUMO at 6.591 eV. The HOMO energy is -9.71 eV. For the relative energy (zero: lowest compared OMol25 entry of this formula, charge and spin), the calculation gives 0.00 kJ/mol. Its charge is +1. Its total energy is -2596.4529 hartree.

Geometry as XYZ:
```
94
Properties=species:S:1:pos:R:3:forces:R:3:lowdin_charge:R:1
Tl 0.411413 1.191739 -1.106439 0.25 -0.10 0.23 0.922
O -0.421794 2.608718 -2.523942 0.14 -0.32 0.13 -0.187
C -1.074566 3.728387 -2.293383 -0.17 0.15 0.06 -0.343
C -1.674707 4.350521 -3.409889 0.04 -0.11 0.03 -0.016
C -2.380828 5.522758 -3.297102 0.05 -0.01 0.09 -0.070
C -2.533672 6.139794 -2.051071 -0.10 0.10 -0.06 -0.092
C -1.951722 5.564520 -0.953110 0.05 -0.09 0.09 -0.049
C -1.209691 4.365502 -1.029062 -0.16 0.06 -0.39 -0.148
C -0.576223 3.949909 0.190345 0.16 -0.01 0.32 -0.050
N 0.128953 2.891296 0.369528 -0.24 -0.33 -0.85 -0.098
N 0.729359 2.672555 1.562503 0.13 0.15 0.70 0.073
C 1.769012 1.874993 1.482890 -0.07 0.24 -0.32 -0.479
O 2.190496 1.306009 0.397804 -0.12 -0.01 -0.10 -0.188
C 2.520669 1.662633 2.744787 0.15 -0.21 0.04 -0.153
C 3.816621 1.156142 2.690365 -0.14 -0.03 -0.09 -0.030
C 4.520523 0.911086 3.857124 0.04 -0.06 0.04 -0.074
C 3.940332 1.185487 5.086802 0.04 0.00 0.02 -0.080
C 2.663047 1.726767 5.145454 0.00 0.04 0.03 -0.073
C 1.951834 1.961864 3.980684 -0.07 0.02 -0.04 -0.037
H -1.548433 3.859387 -4.366065 0.00 0.01 -0.01 0.115
H -2.813843 5.975717 -4.179891 -0.02 -0.03 0.00 0.109
H -3.093753 7.059802 -1.958278 0.01 0.00 0.01 0.103
H -2.051671 6.039626 0.016488 0.03 0.00 0.00 0.113
H -0.651935 4.629441 1.040168 0.00 -0.04 0.04 0.139
H 4.260646 0.966539 1.722969 0.01 -0.09 -0.01 0.113
H 5.519896 0.497534 3.809542 0.00 0.04 0.00 0.105
H 4.485356 0.985430 6.000487 0.01 0.03 -0.01 0.105
H 2.229531 1.980065 6.104718 -0.04 -0.06 -0.01 0.105
H 0.954362 2.380067 4.007774 0.01 0.00 0.02 0.103
C 4.260208 1.604808 -3.603336 0.02 -0.05 -0.10 -0.008
C 3.294587 1.613100 -2.592474 0.08 0.03 0.14 -0.074
N 2.179004 0.917718 -2.679590 -0.19 0.07 0.21 0.058
C 1.940729 0.162751 -3.768201 0.23 0.04 -0.21 -0.129
C 2.869946 0.066385 -4.816824 -0.08 0.07 0.23 -0.125
C 4.048786 0.826959 -4.712587 -0.03 0.01 0.06 0.025
C 2.592049 -0.780292 -5.936322 -0.09 -0.12 -0.12 -0.002
C 1.433299 -1.469251 -6.016762 0.15 0.04 -0.08 -0.003
C 0.439802 -1.351447 -4.994139 -0.01 0.14 0.24 -0.125
C -0.811631 -1.989533 -5.066433 -0.06 0.00 0.04 0.025
C -1.736557 -1.793176 -4.073203 0.03 -0.04 -0.10 -0.013
C -1.395187 -0.972206 -2.994894 -0.01 0.10 0.00 -0.115
N -0.220649 -0.389174 -2.895072 -0.08 0.22 0.12 0.048
C 0.689949 -0.544493 -3.870763 -0.12 -0.24 -0.21 -0.135
H 5.152152 2.204808 -3.496605 0.00 -0.01 0.02 0.120
H 3.435791 2.186608 -1.683798 -0.05 -0.01 0.00 0.122
H 4.775181 0.791101 -5.514836 0.01 0.00 0.01 0.129
H 3.334812 -0.853317 -6.720457 -0.01 -0.01 0.00 0.125
H 1.228556 -2.111634 -6.863677 0.00 0.02 -0.01 0.124
H -1.037188 -2.621614 -5.916453 0.00 0.01 0.00 0.129
H -2.711677 -2.257501 -4.105893 0.00 -0.01 0.00 0.122
H -2.103077 -0.784994 -2.194951 0.01 -0.03 0.00 0.113
C -0.730469 -3.310817 3.207210 0.08 -0.01 -0.07 -0.038
C 0.677982 -3.001909 2.776769 -0.05 -0.03 -0.02 -0.285
C 1.730606 -3.745930 3.302175 -0.06 -0.03 -0.01 -0.036
C 3.027582 -3.602388 2.833793 0.00 -0.02 0.01 -0.061
C 3.299182 -2.699189 1.822165 0.12 0.09 -0.06 -0.075
C 2.275963 -1.917795 1.307794 0.00 0.11 0.08 -0.131
C 0.980740 -2.049128 1.795321 -0.20 0.27 -0.17 -0.298
Sb -0.532051 -0.887146 0.823757 -0.01 -0.23 0.16 1.631
C -1.667857 0.109840 2.345160 0.30 -0.21 -0.36 -0.335
C -1.168040 0.141587 3.640279 0.02 0.00 -0.05 -0.134
C -1.866438 0.817692 4.628844 0.03 0.02 0.06 -0.067
C -3.047572 1.470267 4.311033 0.04 -0.02 0.00 -0.056
C -3.508430 1.480071 3.002207 -0.03 0.05 -0.03 -0.031
C -2.821570 0.813659 1.993483 0.00 0.03 -0.03 -0.321
C -3.297482 0.870354 0.565827 0.06 -0.03 0.10 -0.054
C -1.509815 -2.606847 -0.053207 0.08 0.44 0.16 -0.319
C -0.675361 -3.229373 -0.983227 0.06 -0.03 0.07 -0.161
C -1.076465 -4.376886 -1.640955 0.02 -0.03 -0.04 -0.080
C -2.331968 -4.907806 -1.372712 -0.01 0.01 0.01 -0.064
C -3.152996 -4.295838 -0.443284 -0.03 0.01 0.01 -0.038
C -2.761945 -3.140335 0.240237 -0.11 0.01 -0.06 -0.303
C -3.706881 -2.562345 1.259707 0.05 -0.06 -0.03 -0.050
H -0.735370 -3.953844 4.085385 -0.01 0.04 0.03 0.089
H -1.247818 -3.840614 2.402920 -0.01 -0.01 0.05 0.081
H -1.299890 -2.411509 3.433673 -0.07 0.02 0.04 0.055
H 1.515969 -4.467010 4.081876 0.02 -0.02 -0.02 0.116
H 3.821214 -4.208594 3.251038 -0.01 0.02 0.02 0.111
H 4.306014 -2.578230 1.443195 -0.01 -0.04 0.01 0.109
H 2.495079 -1.187381 0.540246 0.05 0.10 0.01 0.081
H -0.228787 -0.345785 3.876598 -0.01 -0.05 0.04 0.102
H -1.485007 0.832643 5.641709 -0.01 0.01 -0.01 0.112
H -3.606539 1.984064 5.081931 0.01 0.02 -0.01 0.111
H -4.414754 2.021419 2.757913 0.00 -0.01 -0.01 0.117
H -4.242788 1.403445 0.487103 -0.01 -0.01 -0.04 0.093
H -3.437686 -0.134496 0.154697 -0.02 0.06 -0.04 0.057
H -2.566898 1.397946 -0.057271 -0.05 0.03 -0.04 0.056
H 0.312404 -2.821102 -1.179850 0.00 -0.03 -0.04 0.097
H -0.417934 -4.854138 -2.355385 0.00 0.00 0.02 0.110
H -2.663903 -5.805081 -1.878565 0.00 0.00 0.00 0.110
H -4.125186 -4.721645 -0.221912 0.01 -0.01 -0.01 0.121
H -3.980848 -3.325777 1.989400 -0.01 0.01 0.02 0.095
H -4.629288 -2.230517 0.779105 -0.01 0.03 0.04 0.094
H -3.272771 -1.723419 1.798892 -0.05 -0.06 0.02 0.041
```
Positions in Å, forces in eV/Å.